Record 1
The following is a DFT calculation (ωB97M-V/def2-TZVPD) of 3 unconnected molecules or ions with the total composition C2H9NO3 in a non-equilibrium geometry.

Last column: Mulliken spin population.
Geometry (Å):
O 3.0385 1.9905 -0.0299  0.0000
O 2.6229 -1.1757 -1.0577  0.0003
O -0.2244 -0.6273 0.0560  0.1360
N -2.3319 0.2606 0.2125  0.7926
C -1.1650 -0.1328 -0.4791  -0.0411
C -2.9824 -0.3484 1.3465  0.0300
H -2.6691 1.2288 0.1317  -0.0321
H -3.7214 0.3087 1.8008  0.0010
H -2.2199 -0.5672 2.1090  0.0588
H -1.2895 -0.1123 -1.5751  0.0043
H -3.5038 -1.2690 1.0585  0.0506
H 2.3531 -1.9258 -1.5992  0.0000
H 2.9191 1.0919 -0.3649  0.0000
H 2.7247 1.9061 0.8768  0.0000
H 1.7936 -0.8677 -0.6734  -0.0003

The value obtained for the HOMO energy (spin up / spin down) is -13.78 / -13.78 eV. Its multiplicity is 2. The LUMO energy (spin up / spin down) comes out at -5.3 / -9.8 eV. As for the expectation value of S²: 0.76. The value obtained for the molar mass is 95.098 g/mol. Its frontier orbital gap (spin up / spin down) is 0.3099 / 0.1449 hartree. Its net charge is +1.

=====

Record 2
The following is a DFT calculation (ωB97M-V/def2-TZVPD) of a molecular structure, C2H9NO3 in a non-equilibrium geometry.

Last column: Mulliken spin population.
Geometry (Å):
O -0.6988 -0.2907 -2.7698  0.7250
O 1.3589 -0.1822 -1.7034  0.3470
O 1.0363 -0.4972 2.5159  0.0313
N -0.3976 0.9753 1.4382  -0.0596
C -0.6805 0.6779 0.0983  0.0015
C -0.3831 -0.1195 2.2983  0.0049
H -0.5522 0.1175 3.3437  0.0191
H -0.8103 -0.6660 -3.6590  -0.0225
H 1.6233 -0.6204 1.7505  0.0025
H -0.1641 1.3331 -0.6021  -0.0225
H -1.7768 0.6071 -0.0198  -0.0180
H 2.1503 0.1984 -2.1066  -0.0102
H -0.2703 -0.2945 -0.2180  0.0395
H -0.8620 -1.0386 1.9405  -0.0092
H 0.4270 -0.2005 -2.3068  -0.0289

The value obtained for the HOMO energy (spin up / spin down) is -15.99 / -15.61 eV. Its multiplicity is 2. The LUMO energy (spin up / spin down) comes out at -8.7 / -9.0 eV. As for the expectation value of S²: 1.09. The value obtained for the molar mass is 95.098 g/mol. Its frontier orbital gap (spin up / spin down) is 0.2663 / 0.2440 hartree. Its net charge is +1.

=====

Record 3
The following is a DFT calculation (ωB97M-V/def2-TZVPD) of 2 unconnected molecules or ions with the total composition C2H9NO3Si in a non-equilibrium geometry.

Last column: natural (NBO) charge in e.
Geometry (Å):
Si 2.3449 0.4259 -0.8810  2.1784
O -0.8551 0.6268 0.0495  -0.6209
O 1.6852 1.4304 -1.8367  -1.1894
O 2.8784 -1.0535 -1.2421  -1.0933
N -2.2399 0.3374 -0.3205  -0.3513
C 2.2626 0.7192 0.9975  -1.1894
C -2.6972 -0.9991 0.0553  -0.4494
H -0.5196 1.2669 -0.5980  0.4970
H 1.3462 1.2392 1.3655  0.2767
H 3.1130 1.1786 1.4720  0.2550
H -2.9220 1.0506 0.1263  0.3381
H -1.8935 -1.7270 0.2756  0.2131
H 2.1123 -1.6303 -1.3036  0.5102
H -3.4121 -1.4038 -0.6540  0.2061
H 2.0592 -0.3504 1.4568  0.2482
H -3.2625 -1.1108 1.0374  0.1709

The value obtained for the HOMO energy is -8.96 eV. The LUMO energy comes out at 0.0 eV. The value obtained for the molar mass is 123.184 g/mol. Its frontier orbital gap is 0.3285 hartree. As for the SMILES: C[Si](=O)O.CNO.

=====

Record 4
The following is a DFT calculation (ωB97M-V/def2-TZVPD) of 3 unconnected molecules or ions with the total composition C2H9NO4 in a non-equilibrium geometry.

Last column: natural (NBO) charge in e.
Geometry (Å):
O 0.4873 0.7809 1.9150  -0.6326
O 4.5114 0.4713 -4.9955  -0.9556
O 0.8424 -0.2866 -0.1125  -0.7025
O -1.5393 0.0939 3.8300  -0.9304
N -1.3466 -0.1679 0.8392  -0.6682
C -2.1884 -0.2769 -0.3801  -0.4198
C 0.0377 0.0819 0.9549  0.8814
H -3.2071 0.0770 -0.2342  0.2240
H -1.8004 0.1156 1.6656  0.4212
H -1.2861 0.4371 4.6503  0.4692
H -0.8543 -0.4551 3.6351  0.4659
H 5.0541 1.2069 -4.9009  0.4745
H -2.1319 -1.3377 -0.6556  0.1965
H 4.6582 -0.2509 -4.3525  0.4811
H -1.7423 0.3933 -1.0797  0.2022
H 0.5051 -0.8827 -0.7791  0.4928

The value obtained for the HOMO energy is -9.64 eV. The LUMO energy comes out at 0.5 eV. The value obtained for the molar mass is 111.097 g/mol. Its frontier orbital gap is 0.3718 hartree. As for the SMILES: CNC(=O)O.O.O.

=====

Record 5
The following is a DFT calculation (ωB97M-V/def2-TZVPD) of 4 unconnected molecules or ions with the total composition C2H9NO5 in a non-equilibrium geometry.

Last column: natural (NBO) charge in e.
Geometry (Å):
O 1.7394 -5.5735 1.2359  -0.9302
O -5.2202 3.2648 1.6141  -0.5349
O -5.0019 3.5577 4.5052  -0.4781
O 4.5265 -0.7562 -4.4665  -0.9698
O 4.1522 -3.4551 -3.6298  -0.9465
N -3.5432 4.2596 2.8037  -0.6958
C -3.9079 3.6971 4.0904  0.5578
C -4.1513 3.8181 1.6035  0.5187
H 2.5379 -5.5609 0.7350  0.4634
H -2.5452 4.5110 2.7431  0.3938
H 3.8324 -4.1367 -4.3324  0.4729
H 4.3269 -1.7047 -4.9294  0.4930
H 3.7237 -0.2561 -4.3204  0.4706
H -2.9293 3.4252 4.6232  0.1028
H 5.0491 -3.7292 -3.3893  0.4797
H 1.0327 -5.2857 0.4827  0.4668
H -3.6217 3.9246 0.6310  0.1357

The value obtained for the HOMO energy is -10.20 eV. The LUMO energy comes out at 0.4 eV. The value obtained for the molar mass is 127.096 g/mol. Its frontier orbital gap is 0.3884 hartree. As for the SMILES: O=CNC=O.O.O.O.

=====

Record 6
The following is a DFT calculation (ωB97M-V/def2-TZVPD) of a gas-phase ion, C2H9NOP (charge +1) in a non-equilibrium geometry.

Last column: natural (NBO) charge in e.
Geometry (Å):
P 2.2729 -0.8019 0.2176  0.5913
O 0.8834 -1.3288 0.8707  -0.8068
N -0.5823 0.1103 -0.5477  -0.5897
C -0.4841 -0.4680 0.7992  0.1239
C -1.3990 1.3552 -0.6502  -0.4334
H -1.2243 1.9047 -1.5093  0.2485
H 0.4877 0.5309 -0.6696  0.4650
H -0.9049 2.1126 0.0224  0.2369
H -2.4460 1.1775 -0.4821  0.2448
H -0.6227 0.1868 1.5692  0.2210
H -0.8032 -0.5889 -1.3721  0.4733
H 2.7506 -2.1159 -0.3099  0.0091
H -1.1441 -1.2839 0.7802  0.2220
H 3.2162 -0.7906 1.2818  -0.0057

The value obtained for the HOMO energy is -13.65 eV. The LUMO energy comes out at -3.8 eV. The value obtained for the molar mass is 94.074 g/mol. Its frontier orbital gap is 0.3635 hartree. Its net charge is +1. As for the SMILES: C[NH2+]COP.

=====

Record 7
The following is a DFT calculation (ωB97M-V/def2-TZVPD) of 2 unconnected molecules or ions with the total composition C2H9NP in a non-equilibrium geometry.

Last column: natural (NBO) charge in e.
Geometry (Å):
P -1.8518 0.7298 0.8679  0.3672
N -0.3396 -1.6067 0.0469  -0.7403
C 1.6834 0.9856 -0.4290  -0.4426
C -0.7668 -0.1888 -0.2769  -0.3405
H 2.1984 0.3864 -1.0484  0.1618
H -0.7259 -0.1871 -1.3402  0.2230
H 1.9063 0.8023 0.6172  0.1738
H 1.6487 2.0796 -0.6506  0.2085
H -1.0818 -2.0915 0.5781  0.4428
H 0.6296 -1.9603 0.3668  0.4634
H -1.0572 1.1725 1.9411  0.0225
H -1.8065 1.8860 0.2083  0.0204
H -0.4367 -2.0077 -0.8812  0.4400

The value obtained for the HOMO energy (spin up / spin down) is -13.01 / -12.93 eV. The LUMO energy (spin up / spin down) comes out at -5.1 / -4.1 eV. The value obtained for the molar mass is 78.075 g/mol. Its frontier orbital gap (spin up / spin down) is 0.2913 / 0.3230 hartree. Its net charge is +1.

=====

Record 8
The following is a DFT calculation (ωB97M-V/def2-TZVPD) of 2 unconnected molecules or ions with the total composition C2H9NS in a non-equilibrium geometry.

Last column: Mulliken spin population.
Geometry (Å):
S -0.8284 2.4039 1.4936  1.0673
N 0.1441 -0.4459 0.1371  -0.2024
C 1.2629 -1.3204 -0.1266  0.2678
C -0.8587 -0.4324 -0.8951  0.5913
H 0.9772 -2.3774 -0.2178  0.0034
H -1.1720 3.7184 1.4551  -0.1707
H -1.2705 -1.4228 -1.1459  -0.0102
H -0.2633 -0.6230 1.0475  -0.1014
H -0.4427 0.0195 -1.8031  -0.0728
H 1.9757 -1.2550 0.6959  -0.0920
H 1.7390 -0.9764 -1.0404  0.0180
H -1.6606 0.2339 -0.5913  -0.1334
H 0.3971 2.4774 0.9909  -0.1651

The value obtained for the HOMO energy (spin up / spin down) is 1.22 / -5.13 eV. Its multiplicity is 2. The LUMO energy (spin up / spin down) comes out at 3.6 / 3.4 eV. As for the expectation value of S²: 0.75. The value obtained for the molar mass is 79.168 g/mol. Its frontier orbital gap (spin up / spin down) is 0.0860 / 0.3144 hartree. Its net charge is -1.

=====

Record 9
The following is a DFT calculation (ωB97M-V/def2-TZVPD) of 2 unconnected molecules or ions with the total composition C2H9NS in a non-equilibrium geometry.

Last column: Mulliken spin population.
Geometry (Å):
S 0.8248 -1.7897 -0.3707  0.1452
N -0.6285 0.8018 -0.1842  -1.8426
C -1.3183 0.6699 1.1255  1.7523
C 0.1284 2.0562 -0.2356  2.6340
H 0.9945 1.9859 0.4197  -0.1710
H 2.0393 -1.2834 -0.1825  0.0165
H 0.0149 -0.4974 -0.4936  0.2748
H -0.7052 1.1391 1.8910  -0.1350
H -2.3024 1.1448 1.1148  -0.5937
H 0.4926 2.1950 -1.2555  -0.4416
H -1.4299 -0.3893 1.3671  0.0227
H -1.3924 0.8161 -0.8645  -0.1963
H -0.4894 2.9117 0.0551  -0.4652

The value obtained for the HOMO energy (spin up / spin down) is 1.07 / -5.12 eV. Its multiplicity is 2. The LUMO energy (spin up / spin down) comes out at 3.8 / 3.8 eV. As for the expectation value of S²: 0.75. The value obtained for the molar mass is 79.168 g/mol. Its frontier orbital gap (spin up / spin down) is 0.1004 / 0.3273 hartree. Its net charge is -1.

=====

Record 10
The following is a DFT calculation (ωB97M-V/def2-TZVPD) of 2 unconnected molecules or ions with the total composition C2H9NS.

Last column: natural (NBO) charge in e.
Geometry (Å):
S 2.8518 0.7796 -1.7877  -0.2948
N -0.2304 -0.0526 0.0183  -0.6234
C -0.1988 -0.4105 1.4350  -0.4154
C -1.4661 -0.4911 -0.6210  -0.4112
H 0.6393 0.0853 1.9180  0.1978
H 2.9382 2.0524 -1.3748  0.1335
H -0.0549 -1.4842 1.5243  0.1919
H -2.3578 -0.1820 -0.0569  0.1577
H 2.2046 0.4638 -0.6594  0.1568
H -1.5450 -0.0012 -1.5866  0.2033
H -1.4948 -1.5749 -0.6791  0.1920
H -1.1217 -0.1375 1.9596  0.1635
H -0.1643 0.9529 -0.0896  0.3484

The value obtained for the HOMO energy is -9.00 eV. The LUMO energy comes out at 0.9 eV. The value obtained for the molar mass is 79.168 g/mol. Its frontier orbital gap is 0.3645 hartree. As for the SMILES: CNC.S.